[1]
ORCA calculation (ωB97M-V with the def2-TZVPD basis set) on a structure of composition C57H138CdN8O17 in a non-equilibrium geometry.

Positions of all 221 atoms, in Å:
Cd: -23.7333 -15.6604 7.0544
O: -23.7241 -19.6732 8.8059
H: -23.3891 -19.9546 9.6773
H: -24.6765 -19.5112 8.7852
H: -22.6398 -18.4855 8.0048
O: -21.9620 -17.9963 7.3861
H: -21.3841 -18.6401 7.0014
O: -22.4268 -14.0594 7.7342
H: -22.1505 -14.1214 8.6619
O: -24.6383 -17.1038 8.1702
H: -24.5836 -16.7578 9.0644
C: -20.0468 -23.2322 7.7587
C: -20.4033 -21.7304 7.7644
C: -19.3059 -20.8924 7.1051
C: -19.2342 -21.2175 5.6108
C: -20.4802 -20.7640 4.9469
C: -21.7306 -21.5323 5.5535
N: -21.6081 -21.3830 7.0327
O: -22.8041 -21.9624 7.6595
C: -22.9787 -20.8190 5.1296
C: -21.7849 -22.9980 5.0631
C: -20.5660 -21.2871 9.2281
H: -19.5975 -23.5512 6.8580
H: -20.8930 -23.8649 7.8835
H: -19.2749 -23.4591 8.5133
H: -19.6407 -19.8326 7.2744
H: -18.3762 -21.0372 7.6438
H: -18.9204 -22.2479 5.4445
H: -18.4633 -20.5951 5.1894
H: -20.5196 -20.9921 3.8732
H: -20.5583 -19.6883 5.1684
H: -22.8946 -19.7609 5.2562
H: -23.1706 -21.0090 4.0781
H: -23.8377 -21.2018 5.6863
H: -20.8109 -23.4306 5.1736
H: -22.4565 -23.5345 5.6779
H: -22.0124 -23.1173 3.9568
H: -20.8297 -20.2274 9.3353
H: -19.6178 -21.4027 9.7802
H: -21.2875 -21.9488 9.6509
H: -23.1567 -21.1554 8.0742
C: -29.2787 -19.6234 8.3292
C: -27.8120 -20.0221 8.4991
C: -27.3979 -21.4871 8.2442
C: -27.6249 -21.8267 6.7547
C: -26.7388 -20.9246 5.9183
C: -26.9435 -19.4029 6.1536
N: -26.8720 -19.2021 7.6559
O: -27.1806 -17.8752 7.8805
C: -25.7992 -18.5839 5.5833
C: -28.1642 -18.8244 5.4974
C: -27.4959 -19.8469 9.9374
H: -29.8367 -19.9332 9.1891
H: -29.7853 -20.0620 7.4915
H: -29.4138 -18.5451 8.2219
H: -26.3484 -21.5988 8.4854
H: -27.9397 -22.1553 8.9285
H: -28.6816 -21.8308 6.4544
H: -27.1693 -22.8130 6.5903
H: -26.8998 -21.0610 4.8577
H: -25.7055 -21.2172 6.1223
H: -25.7500 -18.8770 4.5191
H: -25.9423 -17.4659 5.6467
H: -24.9258 -18.8731 6.1430
H: -29.1318 -19.2360 5.8222
H: -28.2316 -17.7622 5.7134
H: -28.0625 -18.9569 4.4076
H: -26.4224 -19.8927 10.0665
H: -28.0421 -20.6240 10.5291
H: -27.7677 -18.8319 10.3321
H: -26.2403 -17.4261 7.9695
C: -23.4349 -21.8114 13.4906
C: -24.4037 -21.3441 12.4270
C: -25.8158 -21.3391 13.0153
C: -26.2201 -20.2311 13.9656
C: -25.8720 -18.8664 13.3196
C: -24.4160 -18.8104 12.7921
N: -24.1563 -19.9859 11.9578
O: -22.9405 -19.9500 11.2990
C: -24.3145 -17.5665 11.8846
C: -23.3509 -18.6676 13.9246
C: -24.2072 -22.2549 11.2439
H: -23.6175 -22.8429 13.6809
H: -23.6104 -21.2807 14.4360
H: -22.3976 -21.7469 13.1186
H: -26.5089 -21.2775 12.2030
H: -25.9293 -22.3367 13.4319
H: -25.7460 -20.3547 14.9159
H: -27.3241 -20.2727 14.1019
H: -25.9135 -18.1207 14.0804
H: -26.5612 -18.5850 12.5198
H: -23.3751 -17.4352 11.3654
H: -25.0170 -17.7760 11.1074
H: -24.5382 -16.6876 12.4323
H: -22.3586 -18.7982 13.5200
H: -23.3590 -17.6726 14.4016
H: -23.4934 -19.3027 14.7886
H: -24.6293 -23.2460 11.4989
H: -23.1590 -22.2918 11.0210
H: -24.7182 -21.8847 10.3401
H: -22.1314 -19.9587 11.8328
C: -24.5633 -13.7763 10.0582
O: -25.9422 -13.5768 10.0948
C: -26.6587 -14.8437 10.0112
C: -28.1005 -14.5244 9.9376
N: -28.4238 -13.3640 10.7013
C: -29.6699 -12.8249 10.2795
C: -30.6689 -13.4126 11.2081
O: -31.8796 -12.8166 11.0135
C: -32.8800 -13.1318 11.9244
H: -24.0299 -12.9709 9.4616
H: -24.3951 -14.7453 9.5422
H: -24.1178 -13.7769 11.0624
H: -26.3597 -15.3798 10.9725
H: -26.2983 -15.4173 9.1524
H: -28.7028 -15.2955 10.3594
H: -28.4090 -14.4198 8.9173
H: -27.7092 -12.6621 10.5217
H: -29.9665 -12.8898 9.2531
H: -29.6882 -11.7369 10.4666
H: -30.3710 -13.2303 12.2059
H: -30.7227 -14.5237 11.0845
H: -33.1701 -14.2129 11.8646
H: -33.7345 -12.4938 11.7867
H: -32.6137 -13.0030 12.9637
C: -23.7876 -24.6816 8.8041
O: -23.2244 -25.2487 7.6383
C: -24.2617 -25.8418 6.8605
C: -25.1455 -24.7255 6.3729
N: -25.7674 -25.0846 5.1388
C: -25.0350 -24.7329 3.9323
C: -25.8248 -25.2295 2.7385
O: -27.0334 -24.5422 2.8020
C: -27.8164 -24.8648 1.7949
H: -24.5330 -23.9211 8.6315
H: -23.0026 -24.2611 9.4102
H: -24.2806 -25.5193 9.3630
H: -24.8217 -26.5235 7.4811
H: -23.8371 -26.4293 6.0597
H: -24.4291 -23.8970 6.1544
H: -25.9330 -24.4804 7.0863
H: -26.6668 -24.7200 4.9864
H: -23.9453 -25.0410 4.0407
H: -25.0428 -23.6197 3.8690
H: -25.9964 -26.3429 2.8355
H: -25.3784 -25.0321 1.7145
H: -27.4213 -24.6630 0.8072
H: -28.8297 -24.4249 1.8563
H: -27.9558 -26.0157 1.8028
C: -21.3388 -10.4282 2.8942
O: -21.6746 -10.5432 4.2643
C: -21.7157 -11.8824 4.7583
C: -20.3591 -12.5354 5.0237
N: -20.6105 -13.8446 5.5342
C: -19.5185 -14.5732 6.0846
C: -19.8160 -16.0452 5.9740
O: -18.9289 -16.7724 6.7557
C: -17.8607 -17.2642 5.9279
H: -21.9023 -11.2341 2.3487
H: -20.2465 -10.3702 2.7230
H: -21.7629 -9.4704 2.5391
H: -22.3599 -12.5313 4.1187
H: -22.2496 -11.7563 5.7113
H: -19.8373 -11.8965 5.7854
H: -19.6677 -12.5534 4.1638
H: -21.3078 -13.7556 6.3290
H: -19.3810 -14.2999 7.1255
H: -18.5635 -14.3993 5.5589
H: -19.7557 -16.3848 4.9298
H: -20.7834 -16.3088 6.3606
H: -18.1919 -17.9455 5.1450
H: -17.2053 -17.8594 6.5156
H: -17.2887 -16.4354 5.5615
C: -22.8592 -16.8410 0.5905
O: -22.9934 -16.1524 1.8560
C: -22.1535 -16.7009 2.8566
C: -22.8425 -16.7621 4.1950
N: -23.2787 -15.4904 4.7176
C: -24.4228 -14.8999 4.0209
C: -24.9799 -13.6925 4.8018
O: -25.4564 -14.1855 6.0745
C: -26.2469 -13.3123 6.8387
H: -21.8396 -16.7325 0.1668
H: -23.6142 -16.4603 -0.0926
H: -23.0871 -17.9268 0.7792
H: -21.1650 -16.2612 2.8997
H: -21.8947 -17.7806 2.6849
H: -22.1969 -17.2617 4.9379
H: -23.7746 -17.3352 4.0768
H: -22.4985 -14.8290 4.8828
H: -25.1685 -15.6969 4.0429
H: -24.2593 -14.6471 2.9791
H: -25.7080 -13.2073 4.1969
H: -24.1952 -13.0076 5.0998
H: -25.7361 -12.3537 6.7593
H: -26.3112 -13.6764 7.8398
H: -27.2377 -13.1871 6.4240
C: -20.5316 -17.3915 10.4400
O: -20.5144 -18.2099 11.5934
C: -19.3576 -18.9413 11.9114
C: -19.4495 -19.4137 13.3228
N: -20.2063 -20.6408 13.4006
C: -19.4648 -21.8456 13.1416
C: -20.3120 -23.0670 12.6216
O: -20.9030 -23.8177 13.6653
C: -21.4991 -24.9612 13.0550
H: -21.5448 -17.2103 10.1548
H: -20.0805 -17.9197 9.5286
H: -19.9257 -16.4740 10.5296
H: -18.4645 -18.3248 11.7908
H: -19.3020 -19.7517 11.1883
H: -19.9583 -18.6496 13.9637
H: -18.4545 -19.5288 13.6959
H: -20.7963 -20.6785 14.2290
H: -19.0302 -22.3733 14.0287
H: -18.5951 -21.6827 12.5035
H: -19.6348 -23.7486 12.1168
H: -21.0560 -22.7682 11.9021
H: -22.2887 -24.6920 12.3230
H: -21.9975 -25.5787 13.8147
H: -20.7511 -25.5887 12.6250

Properties
E_LUMO in eV: 0.531
Charge: 0
Gap between HOMO and LUMO in eV: 8.538
HOMO level in Ha: -0.29423
E in Ha: -4139.05879

---

[2]
ORCA calculation (ωB97M-V with the def2-TZVPD basis set) on a cluster of 12 separate species, C57H147N9O18 in total in a non-equilibrium geometry.

Positions of all 231 atoms, in Å:
C: 11.4130 15.7051 -13.6260
O: 12.6054 15.0960 -13.3149
C: 12.3957 13.7414 -13.0260
C: 13.6173 12.9657 -12.5163
C: 14.8811 13.1130 -13.3437
N: 13.3136 11.5611 -12.2813
H: 10.6670 15.7349 -12.8318
H: 10.9106 15.3350 -14.5197
H: 11.5954 16.7659 -13.7982
H: 11.5836 13.5893 -12.3151
H: 12.1145 13.3612 -14.0080
H: 13.9121 13.3274 -11.5312
H: 15.3070 14.1152 -13.2945
H: 14.6106 12.9849 -14.3918
H: 15.6852 12.4050 -13.1435
H: 12.5894 11.6099 -11.5789
H: 14.0140 11.0657 -11.7483
C: 18.1401 13.8138 -16.7311
O: 19.3691 13.0932 -16.9081
C: 19.7283 12.8823 -18.2785
C: 21.1133 12.3219 -18.2660
C: 22.3620 13.1868 -18.0588
N: 21.4135 11.7164 -19.5278
H: 17.3070 13.3563 -17.2647
H: 18.3162 14.8281 -17.0894
H: 17.8798 13.9121 -15.6773
H: 18.9437 12.2866 -18.7450
H: 19.7424 13.8242 -18.8270
H: 21.0640 11.5285 -17.5202
H: 22.2990 13.7070 -17.1030
H: 22.3930 13.9260 -18.8593
H: 23.2854 12.6076 -18.0457
H: 20.6560 11.0760 -19.7179
H: 22.1789 11.0894 -19.3252
C: 16.7063 2.3770 -16.9722
O: 16.8288 2.2698 -18.3822
C: 17.3865 3.4940 -18.9452
C: 18.7955 3.9587 -18.5316
C: 19.1678 5.3133 -19.1524
N: 19.7434 2.9571 -18.9976
H: 16.1996 3.2373 -16.5351
H: 17.6623 2.2859 -16.4568
H: 16.1602 1.4859 -16.6625
H: 17.4207 3.3177 -20.0202
H: 16.5956 4.2239 -18.7725
H: 18.7125 3.9496 -17.4448
H: 18.6060 6.1611 -18.7604
H: 18.9854 5.3108 -20.2271
H: 20.2047 5.5785 -18.9464
H: 19.4524 2.0711 -18.6098
H: 20.6534 3.1608 -18.6094
C: 9.2492 -1.4182 -19.2962
O: 10.3615 -0.6708 -18.7625
C: 11.5671 -0.7574 -19.5684
C: 12.5897 0.1303 -18.9282
N: 12.1641 1.5244 -18.8316
C: 13.2506 2.3122 -18.2102
C: 12.8158 3.8444 -17.9643
O: 13.8064 4.4557 -17.1249
C: 13.7476 5.9142 -17.1437
H: 8.3799 -1.0438 -18.7555
H: 9.2675 -2.4919 -19.1091
H: 9.0782 -1.2547 -20.3602
H: 11.4430 -0.3763 -20.5821
H: 11.8939 -1.7967 -19.6008
H: 13.4756 0.1314 -19.5633
H: 12.8601 -0.2514 -17.9437
H: 11.3316 1.7199 -18.2942
H: 14.1866 2.2045 -18.7583
H: 13.5133 1.9757 -17.2073
H: 11.8148 3.9179 -17.5391
H: 12.6729 4.2638 -18.9602
H: 13.9937 6.3071 -18.1302
H: 14.5586 6.2404 -16.4925
H: 12.7972 6.2944 -16.7691
C: 19.5651 9.2848 -20.8294
O: 18.8447 10.3886 -20.4196
C: 18.2686 11.0874 -21.5493
C: 19.2874 11.6220 -22.6372
N: 20.2117 12.6067 -22.1100
C: 19.6126 13.9176 -21.8451
C: 20.7632 14.9087 -21.5392
O: 20.2292 16.0222 -20.7979
C: 21.1665 16.9286 -20.2775
H: 19.8243 8.7887 -19.8941
H: 20.5373 9.4816 -21.2812
H: 18.9944 8.5192 -21.3550
H: 17.5825 11.8517 -21.1842
H: 17.5005 10.4422 -21.9757
H: 18.8058 12.1508 -23.4598
H: 19.8328 10.7969 -23.0954
H: 20.6138 12.2939 -21.2379
H: 18.8396 13.9358 -21.0768
H: 19.0708 14.3096 -22.7058
H: 21.2368 15.2828 -22.4468
H: 21.6589 14.5059 -21.0662
H: 21.8919 16.4410 -19.6262
H: 20.8052 17.7453 -19.6526
H: 21.6560 17.3917 -21.1342
C: 10.8910 18.6653 -23.1465
O: 11.3458 17.4147 -22.7879
C: 11.9686 17.2576 -21.4983
C: 12.1733 15.7900 -21.0487
N: 13.1648 15.6540 -19.9217
C: 13.5200 14.2244 -19.7106
C: 12.3965 13.3136 -19.3351
O: 12.6841 11.9136 -19.1230
C: 13.7402 11.6998 -18.1820
H: 11.6062 19.4546 -23.3777
H: 10.2704 19.0485 -22.3365
H: 10.3292 18.5963 -24.0781
H: 11.4514 17.8498 -20.7434
H: 12.9389 17.7461 -21.5881
H: 12.4476 15.2157 -21.9336
H: 11.1990 15.5613 -20.6167
H: 13.9765 16.1563 -20.2517
H: 14.2837 14.2375 -18.9330
H: 13.9615 13.7276 -20.5744
H: 11.7059 13.3176 -20.1784
H: 11.8864 13.7408 -18.4717
H: 13.6211 12.2958 -17.2772
H: 14.6782 12.0531 -18.6104
H: 13.7906 10.6448 -17.9128
C: 22.3288 8.1909 -7.6894
O: 21.5159 7.8053 -8.7894
C: 20.1308 7.9334 -8.6670
C: 19.4776 7.4444 -10.0491
N: 20.0437 8.0757 -11.2929
C: 19.8536 9.5399 -11.2298
C: 19.9357 10.2503 -12.6214
O: 19.5120 11.5620 -12.5599
C: 19.7014 12.3053 -13.7870
H: 22.3770 9.2558 -7.4622
H: 23.2934 7.7088 -7.8482
H: 21.8396 7.7848 -6.8040
H: 19.8684 8.9903 -8.6201
H: 19.7496 7.4576 -7.7634
H: 18.3890 7.4006 -10.0139
H: 19.7172 6.3970 -10.2326
H: 21.0330 7.8727 -11.2819
H: 20.4914 10.0390 -10.5003
H: 18.8903 9.8256 -10.8073
H: 19.2362 9.7445 -13.2870
H: 20.9346 10.0980 -13.0301
H: 20.7540 12.3118 -14.0700
H: 19.5041 13.3618 -13.6055
H: 19.1070 11.9568 -14.6315
C: 12.3480 5.2051 -28.1473
O: 13.4567 5.9510 -27.5764
C: 13.7672 5.5453 -26.2206
C: 14.8522 6.3922 -25.7135
N: 15.5831 5.7807 -24.6203
C: 14.8312 5.6344 -23.3883
C: 15.5445 5.0483 -22.1809
O: 16.6860 5.7826 -21.7469
C: 16.3311 6.9850 -21.1381
H: 12.1214 5.5298 -29.1628
H: 11.4519 5.4408 -27.5733
H: 12.4128 4.1173 -28.1227
H: 14.1293 4.5290 -26.3753
H: 12.8727 5.5958 -25.5997
H: 14.3348 7.3037 -25.4141
H: 15.5541 6.6180 -26.5163
H: 16.4098 6.3323 -24.4403
H: 13.9758 4.9818 -23.5630
H: 14.4196 6.5719 -23.0144
H: 15.9666 4.0942 -22.4966
H: 14.8526 4.7947 -21.3778
H: 15.7265 6.8274 -20.2450
H: 15.8598 7.6666 -21.8462
H: 17.2247 7.5123 -20.8042
C: 21.7851 8.4236 -15.1625
O: 22.7133 8.5762 -16.2078
C: 22.0046 8.5102 -17.4686
C: 23.0099 8.6002 -18.6106
N: 23.6542 9.8867 -18.6667
C: 24.8259 9.8851 -19.5814
C: 25.1625 11.2776 -19.9959
O: 25.7972 11.9698 -18.8888
C: 26.1846 13.2928 -19.0236
H: 20.9815 9.1600 -15.1644
H: 22.2834 8.6021 -14.2096
H: 21.3773 7.4421 -14.9208
H: 21.2018 9.2434 -17.5458
H: 21.5326 7.5350 -17.5885
H: 22.4556 8.3506 -19.5153
H: 23.7738 7.8620 -18.3668
H: 24.0346 9.9632 -17.7342
H: 24.6221 9.3241 -20.4935
H: 25.7754 9.4476 -19.2730
H: 24.2589 11.8227 -20.2687
H: 25.8297 11.3453 -20.8553
H: 26.9263 13.4449 -19.8076
H: 26.5769 13.6600 -18.0752
H: 25.3822 13.9254 -19.4030
C: 17.4559 8.6132 -17.3939
C: 16.5549 9.1624 -16.2752
C: 16.6772 10.6424 -16.0273
O: 15.2946 8.8866 -16.6303
H: 18.4782 8.4571 -17.0498
H: 17.4929 9.3353 -18.2096
H: 17.1161 7.6281 -17.7136
H: 16.7749 8.6997 -15.3132
H: 16.3723 11.0005 -15.0440
H: 16.1992 11.2320 -16.8096
H: 17.7278 10.9314 -15.9988
H: 14.7002 9.3753 -16.0564
C: 18.0822 5.6604 -15.3246
C: 18.4113 6.6025 -14.2003
C: 17.4285 6.6578 -13.0616
O: 19.5829 6.1903 -13.4839
H: 17.2557 5.8849 -15.9988
H: 17.9759 4.6349 -14.9708
H: 18.9202 5.6995 -16.0205
H: 18.6537 7.6026 -14.5597
H: 17.8384 7.2442 -12.2393
H: 17.1758 5.6545 -12.7185
H: 16.5165 7.1674 -13.3728
H: 19.7994 6.9021 -12.8772
C: 11.9376 9.6843 -16.3063
C: 12.3608 9.8306 -14.8590
C: 12.5501 8.5075 -14.1551
O: 13.6230 10.4644 -14.8726
H: 11.1163 8.9679 -16.2905
H: 12.6609 9.1411 -16.9145
H: 11.6031 10.5719 -16.8432
H: 11.6113 10.3804 -14.2898
H: 11.6029 8.0773 -13.8296
H: 13.0644 8.6119 -13.1998
H: 13.1162 7.8050 -14.7668
H: 13.7200 10.8387 -13.9940

Properties
E_LUMO in eV: 0.356
Charge: 0
SMILES: COC[C@H](C)N.COC[C@H](C)N.COC[C@H](C)N.COCCNCCOC.COCCNCCOC.COCCNCCOC.COCCNCCOC.COCCNCCOC.COCCNCCOC.CC(C)O.CC(C)O.CC(C)O
Gap between HOMO and LUMO in eV: 8.828
HOMO level in Ha: -0.31135
E in Ha: -4106.57726